The following is a quantum chemistry calculation of a structure of composition C21H44B3FI2NO10P, from OMol25.

Results
**LUMO level**: -0.151 eV
**E**: -74701.5962 eV

Structure (ORCA input):
```
! wB97M-V def2-TZVPD RIJCOSX def2/J DEFGRID3
* xyz 0 1
C -2.713 1.978 3.562
C -3.034 1.413 2.171
I -5.135 0.800 2.202
C -2.846 2.462 1.089
I -3.626 1.940 -0.858
B -1.364 2.795 0.730
O -0.462 1.847 0.274
B 0.247 2.272 -0.816
F 0.798 1.377 -1.631
O 0.416 3.606 -1.117
B -0.591 4.409 -0.566
P -1.623 5.704 -1.575
N -1.559 5.048 -3.180
O -0.705 7.067 -1.647
O -0.920 4.119 0.748
H -2.154 1.255 4.130
H -2.164 2.914 3.512
H -3.626 2.154 4.113
H -2.494 0.503 1.952
H -3.354 3.381 1.352
H -2.231 4.284 -3.169
H -0.654 4.599 -3.313
H -1.329 7.792 -1.700
C -3.032 -2.714 -0.552
C -4.276 -2.402 -1.351
O -5.245 -1.898 -0.832
C -4.244 -2.746 -2.820
H -3.186 -2.418 0.483
H -2.821 -3.784 -0.592
H -2.180 -2.166 -0.959
H -4.080 -3.816 -2.952
H -3.438 -2.202 -3.316
H -5.193 -2.471 -3.275
C 1.615 2.383 3.197
C 1.210 1.311 4.180
O 0.058 1.167 4.525
C 2.304 0.430 4.717
H 0.740 2.952 2.891
H 2.332 3.062 3.662
H 2.071 1.926 2.318
H 3.049 1.029 5.242
H 2.792 -0.104 3.902
H 1.878 -0.291 5.412
C 1.007 0.638 -4.535
C 0.556 -0.325 -5.605
O -0.353 -1.095 -5.400
C 1.279 -0.283 -6.930
H 0.402 0.483 -3.651
H 2.054 0.464 -4.283
H 0.884 1.667 -4.878
H 2.338 -0.503 -6.785
H 1.177 0.705 -7.381
H 0.851 -1.025 -7.601
C 1.064 -4.504 6.318
C 1.058 -3.054 6.741
O 2.058 -2.510 7.146
C -0.255 -2.315 6.632
H 2.063 -4.913 6.444
H 0.364 -5.075 6.930
H 0.774 -4.588 5.269
H -1.008 -2.798 7.257
H -0.598 -2.311 5.596
H -0.123 -1.288 6.963
C -0.796 -4.019 -5.607
C -1.228 -4.974 -4.522
O -2.342 -4.945 -4.053
C -0.200 -5.973 -4.042
H -1.618 -3.357 -5.857
H 0.042 -3.420 -5.261
H -0.502 -4.578 -6.498
H 0.667 -5.451 -3.635
H 0.119 -6.608 -4.870
H -0.635 -6.596 -3.264
C 6.136 2.859 1.424
C 5.082 1.779 1.412
O 4.913 1.048 2.357
C 4.245 1.655 0.162
H 6.662 2.840 2.376
H 6.852 2.693 0.618
H 5.671 3.838 1.294
H 4.880 1.436 -0.697
H 3.702 2.586 -0.014
H 3.530 0.844 0.286
*
```